Entry 1:
A molecular structure, C56H50N8O3P2SY. Source: the OMol25 dataset; level of theory: ωB97M-V with the def2-TZVPD basis set.

Geometry as XYZ:
```
121
C56H50N8O3P2SY ωB97M-V with the def2-TZVPD basis set
Y -0.129 0.036 0.287
O -0.177 5.222 2.761
C -1.270 5.221 1.988
C -2.032 6.392 1.961
C -3.172 6.465 1.191
C -3.584 5.377 0.427
C -2.832 4.221 0.443
C -1.669 4.115 1.212
C -0.901 2.849 1.174
O -1.271 1.938 0.332
N 0.115 2.729 1.997
N 0.766 1.507 1.868
C 1.710 1.316 2.723
C 2.508 0.125 2.884
C 3.433 0.120 3.940
C 4.264 -0.956 4.162
C 4.183 -2.058 3.311
C 3.289 -2.089 2.261
C 2.428 -1.004 2.022
O 1.596 -1.028 1.014
H 0.230 4.329 2.699
H -1.701 7.229 2.562
H -3.752 7.380 1.189
H -4.487 5.436 -0.168
H -3.130 3.357 -0.136
H 1.901 2.119 3.434
H 3.493 0.993 4.582
H 4.972 -0.947 4.981
H 4.837 -2.908 3.473
H 3.232 -2.943 1.596
N -2.567 0.323 -3.842
C -1.973 0.593 -2.677
N -1.690 -0.283 -1.765
C -2.096 -1.600 -1.959
N -2.033 -2.486 -1.015
N -1.574 -1.943 0.172
C -1.763 -2.678 1.198
C -1.406 -2.168 2.519
C -1.507 -2.986 3.633
C -1.222 -2.449 4.881
C -0.879 -1.115 4.962
C -0.798 -0.369 3.790
N -1.034 -0.875 2.585
C -2.631 -1.989 -3.261
C -2.959 -3.310 -3.582
C -3.543 -3.600 -4.795
C -3.813 -2.582 -5.711
C -3.491 -1.273 -5.421
C -2.900 -0.986 -4.193
H -2.768 1.077 -4.474
H -1.721 1.631 -2.481
H -2.233 -3.651 1.092
H -1.807 -4.020 3.522
H -1.284 -3.063 5.770
H -0.673 -0.638 5.910
H -0.544 0.682 3.824
H -2.757 -4.086 -2.857
H -3.802 -4.622 -5.038
H -4.281 -2.822 -6.657
H -3.692 -0.474 -6.125
C 8.041 -1.472 -2.655
S 7.737 -0.062 -3.728
C 5.992 -0.327 -4.104
C 5.059 -0.109 -2.919
C 3.617 -0.367 -3.334
N 2.614 -0.300 -2.250
P 2.119 1.159 -1.504
C 2.256 2.409 -2.823
C 3.459 3.048 -3.132
C 3.531 3.940 -4.189
C 2.402 4.212 -4.950
C 1.197 3.595 -4.644
C 1.128 2.703 -3.585
C 3.426 1.637 -0.333
C 4.311 0.684 0.161
C 5.237 1.023 1.137
C 5.263 2.311 1.646
C 4.355 3.257 1.187
C 3.438 2.924 0.203
P 1.469 -1.537 -1.977
C 0.940 -1.995 -3.659
C 0.694 -0.983 -4.590
C 0.184 -1.290 -5.840
C -0.100 -2.607 -6.175
C 0.140 -3.617 -5.257
C 0.658 -3.314 -4.005
C 2.335 -3.017 -1.376
C 1.566 -3.922 -0.645
C 2.137 -5.071 -0.121
C 3.491 -5.318 -0.303
C 4.266 -4.419 -1.021
C 3.689 -3.278 -1.561
H 9.105 -1.479 -2.426
H 7.795 -2.409 -3.157
H 7.496 -1.406 -1.712
H 5.860 -1.330 -4.520
H 5.752 0.375 -4.906
H 5.181 0.906 -2.548
H 5.346 -0.760 -2.093
H 3.532 -1.352 -3.798
H 3.345 0.350 -4.114
H 4.339 2.859 -2.531
H 4.471 4.428 -4.416
H 2.460 4.911 -5.775
H 0.309 3.821 -5.221
H 0.180 2.234 -3.336
H 4.261 -0.334 -0.203
H 5.919 0.270 1.513
H 5.981 2.580 2.411
H 4.364 4.260 1.597
H 2.731 3.673 -0.140
H 0.927 0.051 -4.348
H 0.021 -0.497 -6.562
H -0.499 -2.845 -7.154
H -0.065 -4.649 -5.514
H 0.860 -4.114 -3.303
H 0.512 -3.718 -0.478
H 1.528 -5.768 0.443
H 3.942 -6.209 0.116
H 5.323 -4.607 -1.167
H 4.308 -2.595 -2.128
```

Charge = +1
2S+1 = 1
Relative energy (zero: lowest compared OMol25 entry of this formula, charge and spin) = 0.0 kJ/mol
HOMO-LUMO gap = 6.32 eV

Entry 2:
2 unconnected molecules or ions with the total composition C2H6N2Si at a distorted geometry. Source: the OMol25 dataset; level of theory: ωB97M-V with the def2-TZVPD basis set.

Geometry as XYZ:
```
11
C2H6N2Si ωB97M-V with the def2-TZVPD basis set
C 0.159 -0.662 -1.590
C 0.359 -1.235 -0.328
N 0.892 0.483 -1.196
N 1.382 -0.269 -0.056
Si -2.040 0.705 1.553
H -0.573 -0.649 -2.372
H 0.116 -2.132 0.226
H 1.675 0.839 -1.797
H 1.435 0.145 0.790
H -1.997 2.195 1.874
H -1.408 0.580 2.897
```

Charge = 0
2S+1 = 1
Relative energy (zero: lowest compared OMol25 entry of this formula, charge and spin) = 517.7 kJ/mol
HOMO-LUMO gap = 7.34 eV

Entry 3:
A molecular structure, C2HIrO3 at a distorted geometry. Source: the OMol25 dataset; level of theory: ωB97M-V with the def2-TZVPD basis set.

Geometry as XYZ:
```
7
C2HIrO3 ωB97M-V with the def2-TZVPD basis set
H -1.370 1.769 -0.011
O 0.615 1.172 0.083
O -1.245 -0.740 -0.018
O 0.833 -1.554 -0.088
C -0.574 1.022 0.141
C -0.357 -1.613 -0.084
Ir 2.098 -0.055 -0.023
```

Charge = +3
2S+1 = 6
Relative energy (zero: lowest compared OMol25 entry of this formula, charge and spin) = 115.4 kJ/mol
HOMO-LUMO gap (alpha / beta) = 6.65 / 7.87 eV
⟨S²⟩ = 8.77

Entry 4:
2 unconnected molecules or ions with the total composition C4H8N2 at a distorted geometry. Source: the OMol25 dataset; level of theory: ωB97M-V with the def2-TZVPD basis set.

Geometry as XYZ:
```
14
C4H8N2 ωB97M-V with the def2-TZVPD basis set
C 0.644 -2.871 -0.765
C -0.831 0.065 1.343
C 0.581 1.773 -0.164
C -0.273 0.501 -0.091
N 1.507 -2.522 -0.122
N -0.685 -0.078 -1.126
H -0.235 -0.784 1.797
H -0.612 0.892 2.003
H -1.917 -0.151 1.207
H -0.053 2.533 0.235
H 0.801 1.976 -1.269
H 1.465 1.744 0.370
H -0.255 0.222 -2.024
H -0.136 -3.300 -1.395
```

Charge = 0
2S+1 = 1
Relative energy (zero: lowest compared OMol25 entry of this formula, charge and spin) = 142.5 kJ/mol
HOMO-LUMO gap = 10.62 eV
SMILES string = CC(C)=N.C#N

Entry 5:
3 unconnected molecules or ions with the total composition C21H43BN2O5 at a distorted geometry. Source: the OMol25 dataset; level of theory: ωB97M-V with the def2-TZVPD basis set.

Geometry as XYZ:
```
72
C21H43BN2O5 ωB97M-V with the def2-TZVPD basis set
C 1.200 0.753 -2.359
C 1.556 -0.684 -2.061
O 0.745 -1.569 -2.016
O 2.876 -0.934 -1.802
C 3.723 -0.771 -2.973
B 4.459 0.634 -2.983
O 4.740 1.271 -4.151
H 0.389 1.077 -1.704
H 2.054 1.421 -2.207
H 0.896 0.825 -3.408
H 3.130 -0.963 -3.878
H 4.457 -1.583 -2.912
H 4.776 1.115 -1.940
H 4.208 0.929 -4.884
C -2.639 6.084 -2.018
C -2.547 4.579 -1.689
C -3.757 4.123 -0.867
C -3.728 4.582 0.590
C -2.407 4.203 1.255
C -1.184 4.712 0.489
N -1.287 4.264 -0.938
O -0.914 3.039 -1.092
C -1.076 6.239 0.600
C 0.092 4.133 1.087
C -2.518 3.820 -3.011
H -1.651 6.540 -2.060
H -3.099 6.223 -2.996
H -3.242 6.639 -1.302
H -3.804 3.030 -0.889
H -4.661 4.487 -1.361
H -3.898 5.660 0.659
H -4.552 4.111 1.129
H -2.365 4.594 2.274
H -2.346 3.113 1.333
H -0.267 6.615 -0.028
H -0.848 6.500 1.634
H -1.987 6.766 0.335
H 0.066 3.047 1.129
H 0.207 4.511 2.103
H 0.965 4.434 0.507
H -1.632 4.080 -3.592
H -3.402 4.094 -3.587
H -2.529 2.743 -2.864
C -0.592 -5.574 0.349
C -0.412 -4.390 1.324
C 0.533 -3.341 0.731
C 2.004 -3.750 0.747
C 2.436 -4.195 2.144
C 1.545 -5.297 2.721
N 0.117 -4.854 2.648
O -0.200 -4.061 3.616
C 1.772 -6.618 1.973
C 1.898 -5.552 4.182
C -1.786 -3.769 1.543
H -0.737 -6.511 0.887
H -1.475 -5.417 -0.268
H 0.251 -5.695 -0.329
H 0.424 -2.410 1.298
H 0.221 -3.123 -0.289
H 2.191 -4.542 0.016
H 2.612 -2.901 0.429
H 3.468 -4.553 2.132
H 2.408 -3.332 2.816
H 1.067 -7.378 2.310
H 2.780 -6.974 2.186
H 1.689 -6.531 0.894
H 1.846 -4.644 4.776
H 2.915 -5.941 4.236
H 1.223 -6.288 4.622
H -2.466 -4.478 2.018
H -2.197 -3.489 0.573
H -1.736 -2.877 2.162
```

Charge = 0
2S+1 = 3
HOMO-LUMO gap (alpha / beta) = 8.20 / 9.23 eV
⟨S²⟩ = 2.01

Entry 6:
A molecular structure, CH7N4O2P at a distorted geometry. Source: the OMol25 dataset; level of theory: ωB97M-V with the def2-TZVPD basis set.

Geometry as XYZ:
```
15
CH7N4O2P ωB97M-V with the def2-TZVPD basis set
C 0.889 0.864 0.447
N 1.907 1.688 0.926
N -0.128 -1.975 -0.741
N -1.906 -0.531 0.488
N 0.205 1.181 -0.668
O 0.633 -0.109 1.153
O -2.029 -0.604 -2.056
P -1.094 -0.703 -0.945
H 2.446 2.006 0.151
H 2.436 1.313 1.695
H 0.120 -2.685 -1.355
H 0.118 -2.232 0.192
H -1.251 -0.619 1.256
H -2.416 0.327 0.477
H 0.070 2.079 -1.021
```

Charge = 0
2S+1 = 1
Relative energy (zero: lowest compared OMol25 entry of this formula, charge and spin) = 82.6 kJ/mol
HOMO-LUMO gap = 10.08 eV

Entry 7:
A single C5H10O2 molecule at a distorted geometry. Source: the OMol25 dataset; level of theory: ωB97M-V with the def2-TZVPD basis set.

Geometry as XYZ:
```
17
C5H10O2 ωB97M-V with the def2-TZVPD basis set
C -0.689 -0.001 0.406
C 1.631 0.369 -0.039
C -1.008 1.387 -0.129
C -1.629 -1.045 -0.183
C 0.903 -0.782 0.416
O 3.164 -0.118 -0.016
O 1.101 -1.929 0.584
H 3.185 -1.016 -0.385
H -0.816 0.021 1.495
H 1.686 1.178 0.688
H 1.437 0.643 -1.076
H -0.858 1.433 -1.208
H -1.505 -1.104 -1.265
H -2.053 1.636 0.069
H -0.414 2.161 0.355
H -1.465 -2.030 0.253
H -2.670 -0.803 0.036
```

Charge = 0
2S+1 = 1
Relative energy (zero: lowest compared OMol25 entry of this formula, charge and spin) = 288.3 kJ/mol
HOMO-LUMO gap = 9.89 eV
SMILES string = CC(C)C(=O)CO

Entry 8:
A single C4H3N3 molecule. Source: the OMol25 dataset; level of theory: ωB97M-V with the def2-TZVPD basis set.

Geometry as XYZ:
```
10
C4H3N3 ωB97M-V with the def2-TZVPD basis set
N 3.088 -0.582 0.352
C 1.938 -0.481 0.255
C 0.539 -0.272 0.113
N -0.523 -1.100 0.292
C -1.758 -0.535 0.004
C -1.359 0.746 -0.371
N 0.006 0.885 -0.305
H -0.509 -1.965 0.805
H -1.975 1.603 -0.599
H 0.552 1.701 -0.545
```

Charge = 0
2S+1 = 1
Relative energy (zero: lowest compared OMol25 entry of this formula, charge and spin) = 204.7 kJ/mol
HOMO-LUMO gap = 8.63 eV

Entry 9:
A molecular structure, C12H24CoI2O10 at a distorted geometry. Source: the OMol25 dataset; level of theory: ωB97M-V with the def2-TZVPD basis set.

Geometry as XYZ:
```
49
C12H24CoI2O10 ωB97M-V with the def2-TZVPD basis set
Co -0.113 0.021 -0.154
I -1.033 -1.910 1.703
I 0.434 1.886 -2.138
C 3.567 1.692 0.161
O 3.984 0.399 0.655
C 3.056 -0.530 0.652
O 1.917 -0.359 0.270
O 3.559 -1.668 1.072
C 2.678 -2.809 1.042
H 4.432 2.342 0.238
H 2.768 2.086 0.783
H 3.241 1.600 -0.870
H 2.202 -2.901 0.072
H 1.950 -2.737 1.845
H 3.308 -3.674 1.242
C 0.554 0.663 3.935
O 0.537 2.041 3.527
C 0.323 2.286 2.247
O 0.053 1.474 1.399
O 0.425 3.569 1.937
C 0.456 4.537 2.993
H 1.107 0.605 4.871
H 1.014 0.045 3.174
H -0.462 0.332 4.141
H 1.374 4.477 3.577
H -0.414 4.440 3.638
H 0.436 5.509 2.506
C -5.093 1.821 -0.620
O -3.691 1.562 -0.711
C -3.234 0.346 -0.938
O -2.087 0.051 -0.732
O -4.139 -0.503 -1.392
C -3.698 -1.867 -1.525
H -5.412 2.431 -1.464
H -5.250 2.401 0.288
H -5.682 0.911 -0.600
H -4.582 -2.483 -1.386
H -2.984 -2.108 -0.736
H -3.253 -2.036 -2.502
C -0.066 -3.379 -3.163
C 0.588 -2.110 -2.714
O 0.151 -1.519 -1.757
C 1.756 -1.584 -3.480
H -0.944 -3.105 -3.768
H -0.442 -3.933 -2.308
H 0.547 -3.964 -3.844
H 2.530 -1.139 -2.864
H 1.409 -0.847 -4.211
H 2.222 -2.364 -4.096
```

Charge = 0
2S+1 = 4
HOMO-LUMO gap (alpha / beta) = 8.04 / 8.00 eV
⟨S²⟩ = 3.76

Entry 10:
A single C3H8N4S molecule at a distorted geometry. Source: the OMol25 dataset; level of theory: ωB97M-V with the def2-TZVPD basis set.

Geometry as XYZ:
```
16
C3H8N4S ωB97M-V with the def2-TZVPD basis set
C 1.146 0.728 -0.091
C 0.059 0.395 0.921
C -1.178 -0.189 0.300
H 0.942 -1.947 -0.951
H 2.249 -2.195 0.066
H 2.590 -0.138 -1.230
H 0.595 2.562 -0.295
H 0.456 -0.295 1.680
H -0.263 1.312 1.438
H -1.180 -1.243 -0.022
H -4.377 0.812 -0.395
N 1.491 -1.613 -0.145
N 2.023 -0.328 -0.384
N 1.263 1.841 -0.706
N -2.233 0.524 0.256
S -3.584 -0.227 -0.442
```

Charge = 0
2S+1 = 1
Relative energy (zero: lowest compared OMol25 entry of this formula, charge and spin) = 168.4 kJ/mol
HOMO-LUMO gap = 9.70 eV
SMILES string = [H]/N=C(\C/C=N/S)NN

no.,E (a.u.)
1,-3947.07812
2,-478.58809
3,-404.95605
4,-266.66771
5,-1336.43308
6,-753.22449
7,-346.91563
8,-318.40676
9,-3202.29721
10,-736.25398